135
Properties=species:S:1:pos:R:3:forces:R:3:lowdin_charge:R:1 method="wB97M-V/def2-TZVPD" fmax_ev_per_a=6.6 e_tot_ev=-532637.446 multiplicity=1 total_charge=0 e_homo_ha=-0.366
C 1.40224 -0.47305 -0.01885 -1.03 0.23 -0.09 -0.16
C 0.65549 0.12662 -1.31932 -0.70 -0.93 1.28 -0.36
N -0.47284 -0.43285 -1.69069 3.09 2.02 0.08 0.14
C 1.34367 1.39069 -2.01956 -0.14 -2.01 -1.61 -0.18
N 0.76691 2.73027 -1.64987 1.47 -0.24 -0.81 -0.21
C 0.16118 2.76647 -0.28094 0.95 0.80 2.65 -0.20
C -0.09921 4.22868 0.31933 -0.43 0.32 0.48 -0.17
C -1.09984 5.16882 -0.51531 -0.20 0.35 0.35 -0.20
C -1.98719 4.43363 -1.61707 -1.00 0.88 0.08 -0.19
C -3.11368 3.44535 -0.97707 0.16 0.36 -2.07 -0.18
C -3.31641 2.23965 -2.04806 0.78 1.06 0.79 -0.25
O -4.46610 1.43506 -1.64917 1.34 -0.75 1.73 -0.16
C -4.10668 0.57438 -0.56031 1.79 -3.09 -0.44 -0.39
C -4.53000 0.92730 0.92922 -0.87 -0.04 -0.24 -0.05
O -3.48070 -0.48588 -0.82160 -2.34 3.96 0.95 0.02
S 2.05212 3.85383 -1.83823 1.24 6.07 2.15 0.81
O 2.97611 3.93306 -0.66221 -1.80 -1.84 -3.19 -0.30
O 1.58792 5.25163 -2.16507 0.57 -4.84 -0.05 -0.29
F 2.94334 3.36037 -3.19954 -1.91 0.10 2.29 -0.21
H 1.51074 -1.60069 -0.11986 -0.10 1.54 0.01 0.05
H 0.75854 -0.28782 0.91927 0.89 -0.42 -1.98 -0.02
H 2.41080 0.01506 0.18114 -1.31 -0.65 -0.38 0.05
H -0.78318 0.10281 -2.51915 -0.22 -0.42 0.37 -0.04
H 1.16715 1.26429 -3.15413 0.29 0.19 1.71 0.14
H 2.47185 1.29790 -1.87182 -1.51 0.31 0.13 0.09
H -0.81061 2.17606 -0.17472 1.39 0.66 -1.03 0.13
H 0.92445 2.26170 0.42596 -1.26 0.75 -0.93 0.09
H 0.86918 4.81335 0.54338 -1.39 -1.16 -0.54 0.11
H -0.58517 4.06848 1.35454 0.85 -0.10 -1.57 0.10
H -0.51145 6.06413 -0.93219 -0.92 -1.57 0.30 0.10
H -1.83381 5.63112 0.24926 1.05 -0.71 -1.19 0.12
H -1.39409 3.93483 -2.46068 -0.60 0.55 1.45 0.11
H -2.60365 5.26347 -2.13990 1.08 -1.26 0.70 0.12
H -2.83758 3.07421 0.06158 -0.35 0.40 -1.39 0.09
H -4.11452 4.01141 -0.99085 1.79 -0.92 0.65 0.05
H -2.34016 1.65910 -2.09042 -1.34 0.26 0.10 0.08
H -3.51938 2.61705 -3.10512 0.10 -0.32 1.59 0.11
H -4.20780 0.11389 1.67670 -0.65 1.34 -1.74 0.00
H -4.13027 1.92007 1.31623 -0.50 -1.33 -0.94 0.02
H -5.67570 0.99417 0.95596 1.57 0.08 -0.09 0.09
C -1.81116 -1.57072 -4.88277 0.09 -0.23 0.36 -0.98
Cl -2.07874 0.14688 -4.56570 -0.07 0.02 -0.18 0.58
Cl -2.01914 -1.94614 -6.59855 0.01 -0.06 -0.10 0.55
H -0.79703 -1.83139 -4.58403 -0.13 0.10 -0.10 0.03
H -2.52696 -2.15234 -4.30404 0.03 0.16 -0.13 0.04
C 2.45642 0.61613 3.87208 0.15 0.20 0.11 -0.99
Cl 1.10571 0.93755 2.77758 0.06 0.44 0.63 0.58
Cl 2.29279 -0.96604 4.64320 0.02 -0.10 -0.27 0.48
H 3.38456 0.63772 3.30568 -0.24 -0.08 0.01 -0.04
H 2.47627 1.38603 4.64285 -0.12 -0.15 -0.04 0.01
C -2.74581 -1.94254 3.59261 0.44 -0.23 0.00 -0.97
Cl -4.13154 -1.26955 4.46374 -0.14 -0.09 0.11 0.55
Cl -2.23705 -0.87498 2.27996 0.53 -0.39 0.23 0.58
H -1.91729 -2.06755 4.28839 -0.14 0.17 -0.04 0.04
H -3.02576 -2.90762 3.17485 -0.09 0.24 0.01 -0.06
C -3.69550 -5.29580 -6.93358 -0.04 0.27 -0.07 -1.03
Cl -3.56137 -6.67548 -8.03013 -0.05 0.05 -0.05 0.51
Cl -3.51720 -5.79734 -5.24794 0.03 0.10 0.03 0.50
H -2.91300 -4.57771 -7.17310 -0.02 -0.24 0.05 -0.04
H -4.67292 -4.83430 -7.06409 0.10 -0.19 0.05 0.03
C 0.00760 -3.92762 -9.06622 0.28 0.16 -0.02 -1.01
Cl -1.36688 -3.63104 -10.13783 0.00 0.08 0.03 0.51
Cl -0.14436 -5.48439 -8.24359 0.02 0.36 -0.22 0.47
H 0.92254 -3.92640 -9.65649 -0.20 -0.09 0.01 0.03
H 0.04965 -3.13695 -8.31870 -0.14 -0.16 -0.07 -0.01
C 6.29639 0.17203 4.54394 -0.06 -0.29 -0.10 -1.03
Cl 6.12929 1.25180 5.93531 0.05 0.01 0.08 0.54
Cl 5.88367 1.00162 3.03737 0.19 0.01 -0.11 0.55
H 7.32844 -0.17125 4.48550 -0.11 0.20 0.00 -0.01
H 5.62921 -0.68198 4.67660 0.25 0.69 -0.16 -0.10
C 9.79515 2.30252 5.38194 -0.07 0.16 0.12 -1.07
Cl 9.95080 0.96142 4.23932 -0.01 0.03 -0.14 0.52
Cl 9.94606 1.74054 7.05124 -0.03 0.04 0.06 0.50
H 10.57689 3.02916 5.18102 -0.06 -0.34 0.10 -0.05
H 8.81818 2.76581 5.25230 0.10 -0.18 0.02 0.01
C -3.62467 -10.04577 -9.58323 0.13 0.11 0.15 -1.04
Cl -5.24173 -10.71102 -9.32471 0.01 0.04 0.10 0.50
Cl -3.09251 -10.28772 -11.25131 0.09 0.04 0.03 0.50
H -3.64352 -8.97867 -9.36962 -0.09 -0.20 -0.14 -0.04
H -2.92600 -10.54409 -8.91332 -0.14 -0.02 -0.16 0.03
C 6.32438 -3.99723 5.42278 0.22 -0.12 0.18 -0.99
Cl 5.12477 -2.69788 5.40547 -0.24 -0.59 0.32 0.56
Cl 6.52429 -4.70433 3.81573 0.05 -0.03 0.06 0.51
H 7.27985 -3.59213 5.75236 -0.15 0.00 -0.14 0.03
H 5.99492 -4.77269 6.11223 -0.06 0.13 -0.17 0.03
C 10.53105 4.82420 2.09260 0.11 -0.02 -0.30 -1.00
Cl 10.40870 5.09962 3.83507 0.13 0.35 -0.09 0.56
Cl 9.02696 4.15697 1.44905 0.08 -0.01 -0.06 0.51
H 10.73888 5.77162 1.59819 -0.13 -0.10 0.15 0.03
H 11.34100 4.12238 1.90074 -0.19 0.03 0.12 0.03
C 6.36517 3.69796 -2.65002 -0.24 0.10 0.12 -1.03
Cl 7.11376 4.54716 -4.00790 -0.06 0.06 0.00 0.50
Cl 7.28822 2.25525 -2.21006 -0.05 -0.05 0.09 0.49
H 6.32588 4.36758 -1.79243 0.11 -0.11 -0.14 0.03
H 5.35712 3.40037 -2.93172 0.23 0.00 -0.03 0.00
C -6.02099 2.06367 4.42942 0.06 -0.09 0.16 -1.01
Cl -7.52442 1.71446 3.56762 -0.05 -0.08 0.07 0.52
Cl -4.93923 3.06325 3.45199 -0.41 0.08 0.31 0.54
H -6.25639 2.59384 5.34967 -0.03 0.02 -0.27 -0.04
H -5.52074 1.12430 4.66165 -0.07 0.12 -0.22 -0.02
C -6.96535 5.07404 -2.79746 -0.18 0.00 0.13 -0.99
Cl -6.25210 5.90228 -4.18728 -0.06 0.09 -0.01 0.50
Cl -6.02697 3.64321 -2.35417 -0.70 0.15 -0.16 0.65
H -6.98720 5.75878 -1.95107 0.11 -0.09 -0.15 0.03
H -7.97910 4.76790 -3.05043 0.20 0.00 -0.05 0.03
C 3.85850 0.01871 8.69365 0.20 0.21 0.06 -1.02
Cl 2.50958 0.33448 7.59573 0.08 0.16 0.23 0.49
Cl 3.69722 -1.56287 9.46687 0.07 0.00 0.04 0.50
H 4.78790 0.04218 8.12695 -0.20 -0.10 0.00 -0.02
H 3.87584 0.78856 9.46337 -0.11 -0.17 -0.08 0.03
C 3.56510 -2.91406 -2.65234 0.14 -0.13 -0.21 -0.99
Cl 2.30795 -3.90758 -1.90632 0.02 -0.05 -0.07 0.52
Cl 3.59112 -1.28789 -1.95903 0.41 -0.10 -0.35 0.60
H 4.53286 -3.38435 -2.48638 -0.17 0.11 0.10 0.03
H 3.36928 -2.83972 -3.72073 -0.07 0.04 0.20 0.03
C -0.39398 -8.32764 -4.58893 -0.04 -0.28 -0.02 -1.01
Cl 0.03267 -7.44268 -6.05842 0.03 -0.33 0.30 0.46
Cl -0.63908 -7.22700 -3.22746 0.00 -0.07 0.07 0.49
H -1.31412 -8.88264 -4.76514 0.07 0.21 0.01 0.03
H 0.41224 -9.01744 -4.34494 -0.06 0.21 -0.02 0.03
C -2.01873 1.75514 5.18455 -0.20 -0.13 -0.10 -1.02
Cl -0.46338 1.36740 5.92900 -0.07 -0.08 0.18 0.51
Cl -1.88306 3.14888 4.10651 0.46 0.05 0.03 0.48
H -2.35917 0.89474 4.60909 0.16 0.20 0.01 -0.04
H -2.73940 1.98357 5.96845 0.19 0.07 -0.07 0.03
C -4.12162 -5.31714 1.20839 -0.02 -0.10 -0.29 -1.00
Cl -3.75154 -3.65788 0.72636 -0.02 -0.06 -0.17 0.56
Cl -4.24139 -5.46198 2.96728 -0.02 -0.11 0.06 0.52
H -5.07123 -5.61109 0.76428 0.09 0.12 0.16 0.03
H -3.32918 -5.97372 0.85294 -0.05 0.15 0.14 0.03
C -9.89656 3.86848 5.85616 -0.26 -0.09 -0.08 -1.02
Cl -8.34058 3.49583 6.60789 -0.11 -0.01 0.22 0.53
Cl -9.76810 5.26134 4.77668 -0.08 -0.05 0.01 0.51
H -10.22671 3.00465 5.28134 0.19 0.13 0.02 0.02
H -10.62152 4.09163 6.63709 0.21 0.06 -0.07 0.03

=====

68
Properties=species:S:1:pos:R:3:forces:R:3:nbo_charge:R:1 method="wB97M-V/def2-TZVPD" fmax_ev_per_a=1.1 e_tot_ev=-70230.209 multiplicity=1 total_charge=-1 e_homo_ha=-0.158 relative_energy_kcal_mol=6.2
Sr -1.12630 -1.32736 0.37298 0.47 0.95 -0.16 1.75
C 1.60774 -4.16140 3.25684 0.00 0.10 0.07 -0.70
C 0.40936 -3.49383 2.62246 -0.02 -0.22 -0.01 0.70
O 0.52862 -2.42191 2.04115 -0.05 -0.17 -0.10 -0.69
N -0.74854 -4.17647 2.71194 0.01 0.09 -0.02 -0.59
C -1.97990 -3.86243 1.98750 -0.22 -0.14 0.11 -0.31
C -2.85025 -2.80264 2.63645 -0.02 -0.24 -0.17 0.21
C -4.15848 -3.10354 2.99187 0.02 0.06 0.03 -0.23
C -4.94153 -2.09939 3.53247 0.00 0.04 0.00 -0.15
C -4.39982 -0.83280 3.69375 -0.06 -0.04 0.02 -0.26
C -3.09556 -0.61522 3.28392 0.07 0.01 -0.04 0.06
N -2.33455 -1.57988 2.76864 -0.10 -0.16 0.06 -0.49
H 2.27384 -4.47774 2.45407 0.00 0.00 0.00 0.24
H 1.34856 -5.02545 3.86678 0.00 0.00 0.00 0.20
H 2.13830 -3.43195 3.86593 0.00 0.01 0.00 0.24
H -0.71262 -5.06422 3.17916 -0.01 0.00 0.01 0.39
H -2.54425 -4.79016 1.91199 -0.06 0.04 0.02 0.24
H -1.76037 -3.65048 0.93037 0.07 -0.09 0.14 0.26
H -4.55559 -4.09106 2.80147 0.00 0.00 0.02 0.22
H -5.97119 -2.29550 3.80412 0.00 0.00 0.00 0.21
H -4.98774 -0.01964 4.09667 0.02 0.01 0.00 0.22
H -2.63722 0.36669 3.32278 -0.01 0.00 0.00 0.23
O 1.21966 0.91556 -6.44107 0.01 0.02 -0.10 -0.72
C -0.12864 0.56831 -6.15989 -0.01 -0.01 -0.01 -0.08
C -0.31360 0.33836 -4.68625 0.01 0.01 0.01 0.01
C -1.56282 -0.01775 -4.20021 0.01 0.01 -0.01 -0.24
C -1.71265 -0.26397 -2.84793 0.03 -0.06 -0.04 0.08
N -0.70308 -0.16375 -1.98302 -0.13 0.03 -0.22 -0.47
C 0.49173 0.19506 -2.44234 -0.05 0.06 0.03 0.16
C 0.73404 0.45265 -3.78776 0.00 -0.02 -0.01 -0.25
C 1.56514 0.32120 -1.41914 0.05 0.09 0.07 0.29
C 2.62680 1.20267 -1.60201 -0.04 0.00 0.02 -0.27
C 3.57825 1.33823 -0.60412 0.02 -0.01 0.01 0.00
C 4.70757 2.32533 -0.73826 0.00 0.01 0.00 -0.09
O 5.21431 2.43081 -2.06084 -0.01 0.00 -0.01 -0.71
C 3.43957 0.56383 0.53848 0.02 0.02 -0.04 -0.27
C 2.34768 -0.28012 0.64392 -0.05 0.03 0.00 0.06
N 1.42455 -0.40005 -0.30461 0.10 -0.12 -0.11 -0.48
H 1.31067 1.02477 -7.39260 -0.01 -0.02 0.10 0.47
H -0.41319 -0.34516 -6.69354 0.00 0.00 0.00 0.18
H -0.80745 1.36708 -6.47994 0.00 0.00 0.00 0.17
H -2.41184 -0.14322 -4.86066 0.00 0.00 0.01 0.22
H -2.66628 -0.59165 -2.45202 0.01 0.00 0.02 0.25
H 1.72049 0.70985 -4.14273 0.01 0.00 0.02 0.23
H 2.68859 1.81392 -2.49175 -0.01 0.00 -0.01 0.23
H 5.50435 2.06316 -0.03332 0.00 0.00 0.00 0.16
H 4.34910 3.32269 -0.47480 -0.01 0.00 0.01 0.20
H 5.33651 1.53954 -2.40417 0.01 0.00 0.00 0.47
H 4.16020 0.62990 1.34473 -0.01 -0.01 0.01 0.21
H 2.18619 -0.88029 1.53041 0.01 -0.01 0.00 0.22
C -0.88947 1.27012 1.07150 -0.02 0.02 0.10 -0.44
C -0.29296 2.34155 1.15546 -0.07 0.05 0.08 -0.37
C 0.40335 3.58624 1.25855 0.06 -0.05 -0.05 0.01
C -0.20583 4.79949 0.91007 0.01 -0.01 0.01 -0.23
C 0.48296 5.99809 1.00555 0.01 0.00 0.00 -0.22
C 1.79931 6.02368 1.44919 0.00 0.01 -0.01 -0.25
C 2.41922 4.82961 1.79662 0.00 0.00 -0.01 -0.22
C 1.73346 3.62936 1.70298 -0.02 0.01 0.01 -0.24
H -1.22989 4.77689 0.56077 0.00 0.01 0.00 0.22
H -0.01001 6.92301 0.72968 -0.01 0.00 0.00 0.20
H 2.33505 6.96201 1.52224 0.00 0.00 0.00 0.20
H 3.44609 4.83708 2.14480 0.00 -0.01 0.01 0.20
H 2.21221 2.69562 1.97177 -0.01 0.04 0.01 0.21
O -3.30163 -1.94800 -0.45597 -0.09 -0.07 -0.10 -1.15
S -3.26855 -3.14812 -1.37284 -0.37 -0.10 0.28 2.22
O -3.93414 -4.27454 -0.72061 0.09 0.09 -0.01 -1.03
O -3.81258 -2.80423 -2.67908 0.12 0.02 0.08 -1.02
S -1.27492 -3.57841 -1.53854 0.20 -0.24 -0.12 -0.85

=====

21
Properties=species:S:1:pos:R:3:forces:R:3:nbo_charge:R:1 method="wB97M-V/def2-TZVPD" s2=0.75 fmax_ev_per_a=4.3 e_tot_ev=-29562.734 multiplicity=2 total_charge=-1 e_homo_ha="-0.107 / -0.092" relative_energy_kcal_mol=76.3
S 4.39157 -1.66792 0.16932 0.66 -0.64 0.13 -0.91
S -2.95944 0.30419 0.44677 -1.93 -3.84 0.00 -0.05
C -2.25873 0.36657 -1.19473 2.06 1.06 0.08 -0.56
C -0.71786 0.66528 -0.86954 -0.39 0.87 -0.56 -0.20
N 0.14092 -0.39379 -0.40540 0.59 0.51 0.91 -0.64
C 1.62247 -0.17353 -0.60752 0.38 -0.27 -1.58 -0.28
C 2.54867 0.92102 -0.04343 0.34 -0.45 0.56 -0.70
H -3.13855 -1.67975 0.50344 0.27 3.92 -0.14 0.12
H -2.56608 -0.49572 -1.74812 0.23 -0.57 -0.38 0.22
H -2.59583 1.27732 -1.74213 -0.13 -0.58 0.57 0.22
H -0.15599 1.07487 -1.73979 -0.82 0.18 0.35 0.20
H -0.97177 1.47793 -0.09628 1.30 -0.41 -0.86 0.15
H -0.01067 -0.52825 0.59222 -0.05 -0.28 -0.12 0.37
H 1.79775 -0.11485 -1.69890 -0.48 -0.07 0.16 0.17
H 2.20420 -1.08905 -0.37710 -0.89 0.04 0.30 0.27
H 2.37274 1.15309 0.99923 -0.54 0.47 0.31 0.19
H 3.50322 0.30643 0.10159 -0.70 0.96 -0.70 0.28
H 2.71862 1.83867 -0.64951 -0.31 -0.62 0.37 0.18
H -2.06197 -1.19986 3.57148 -0.06 0.03 0.04 0.46
H -2.25190 -0.85279 2.06410 0.69 -0.23 0.67 0.47
O -1.61137 -1.18984 2.72431 -0.19 -0.07 -0.11 -0.96

=====

12
Properties=species:S:1:pos:R:3:forces:R:3:nbo_charge:R:1 method="wB97M-V/def2-TZVPD" fmax_ev_per_a=1.6 e_tot_ev=-8793.786 multiplicity=1 total_charge=-1 e_homo_ha=-0.151 relative_energy_kcal_mol=33.0
C 1.87470 -0.81741 0.38872 0.23 0.70 -0.02 -0.46
C 0.53016 0.13971 -1.22951 -0.59 0.01 0.23 -0.06
N 1.69712 0.09768 -0.75165 0.07 -0.44 -0.31 -0.44
H 2.90635 -0.67833 0.71534 -0.12 -0.12 0.35 0.18
H 1.16397 -0.52542 1.16497 0.17 -0.17 0.19 0.21
H 1.73625 -1.87836 0.17528 -0.16 0.06 -0.33 0.19
H 0.29326 0.82552 -2.04272 0.28 0.03 -0.10 0.15
H -0.33332 -0.40282 -0.81571 0.06 -0.02 0.01 0.21
O -3.44726 1.26901 1.24798 -0.16 0.42 0.28 -0.76
C -2.48113 0.82217 0.62542 0.16 -1.41 -0.66 0.62
O -2.19970 -0.38053 0.34044 -0.05 0.37 0.24 -0.82
H -1.74040 1.52877 0.18146 0.11 0.58 0.11 -0.02